(1)
This record from the OMol25 dataset describes C6H9N in the gas phase in a non-equilibrium geometry. The level of theory is wB97M-V/def2-TZVPD.

The geometry in XYZ format:
```
16
Properties=species:S:1:pos:R:3:forces:R:3
C 1.014307 -0.716889 -1.171749 -0.14 0.25 0.28
C -0.173151 0.092827 -0.549247 -0.61 -0.13 0.38
C -1.054572 0.516287 -1.632041 -0.79 0.26 -0.40
N -1.765481 0.837981 -2.489284 0.74 -0.26 0.81
C -0.808968 -0.633206 0.629739 -0.48 -0.73 0.17
C 0.051738 0.078832 1.684913 0.06 -0.28 -0.15
C 0.238497 1.207257 0.658717 -1.05 -1.02 -2.15
H 1.534091 -0.221185 -2.004439 -0.28 0.15 0.33
H 0.623174 -1.665922 -1.574564 -0.02 0.36 0.19
H 1.765808 -0.978403 -0.417532 -0.18 0.14 0.00
H -0.765685 -1.714898 0.582153 -0.25 -0.34 0.08
H -1.834841 -0.268122 0.691241 -0.07 -0.33 0.22
H -0.507679 0.328655 2.597161 0.33 0.22 -0.35
H 0.950053 -0.464846 1.986002 -0.03 0.09 -0.20
H -0.473310 2.018095 0.837648 0.30 -0.10 -0.66
H 1.015928 1.362227 -0.039537 2.46 1.72 1.45
```
Positions in Å, forces in eV/Å.

Values from the calculation:
Orbital gap, eV: 10.5
HOMO energy, eV: -9.707
Net charge: 0
2S+1: 1
Relative energy (zero: lowest compared OMol25 entry of this formula, charge and spin), kJ/mol: 235.3
Lowest unoccupied orbital energy, eV: 0.8
Structure (SMILES): CC1(C#N)CCC1

(2)
This record from the OMol25 dataset describes C19H25N3O5 in the gas phase. The level of theory is wB97M-V/def2-TZVPD.

The geometry in XYZ format:
```
52
Properties=species:S:1:pos:R:3:forces:R:3
C -2.177035 -1.434958 1.607524 0.04 -0.07 -0.18
C -2.652546 -1.830767 0.214506 -0.19 0.10 0.17
C -3.947068 -1.132004 -0.203857 0.24 0.04 -0.14
C -3.819751 0.385396 -0.360532 -0.41 -0.17 0.25
N -2.793295 0.739678 -1.332906 -0.23 0.02 0.19
C -3.121922 0.572256 -2.660460 0.24 0.11 -0.11
O -4.214462 0.211205 -3.029574 -0.26 -0.10 -0.07
N -2.112321 0.860657 -3.537835 0.01 -0.02 -0.47
C -0.798301 1.215799 -3.253238 -0.15 -0.04 0.16
O -0.029739 1.353859 -4.186370 0.11 0.01 -0.26
C -0.514302 1.394532 -1.845261 0.05 -0.02 0.08
C 0.796231 1.690606 -1.409650 -0.19 0.12 -0.02
C 1.921468 1.730564 -2.382291 0.29 0.08 0.01
N 1.006142 1.952677 -0.132241 -0.43 0.06 0.06
C 2.234953 1.961656 0.627966 0.33 -0.13 0.06
C 2.378558 0.620325 1.310452 0.28 -0.17 -0.03
C 1.554308 0.329244 2.393729 -0.16 -0.06 0.29
C 1.617746 -0.923662 2.984934 0.05 0.11 -0.14
O 0.866983 -1.322656 4.044377 0.27 -0.19 -0.22
C -0.040534 -0.405615 4.610941 -0.16 0.16 0.09
C 2.505868 -1.883591 2.492936 0.08 -0.21 0.01
C 3.323609 -1.590032 1.415589 -0.15 0.11 0.07
O 4.219000 -2.449475 0.864211 -0.10 0.34 -0.06
C 4.338492 -3.740316 1.413608 0.02 -0.23 0.10
C 3.251329 -0.327066 0.819150 0.03 0.05 0.01
C -1.576629 1.217732 -0.881477 0.27 0.13 -0.07
O -1.454687 1.447833 0.328473 -0.01 0.03 0.05
H -1.303045 -2.019790 1.886901 0.10 -0.03 0.12
H -2.960173 -1.610574 2.342467 -0.08 -0.04 0.14
H -1.903312 -0.383645 1.629058 0.02 0.07 0.10
H -2.825284 -2.909248 0.187134 0.07 0.00 -0.09
H -1.865131 -1.609031 -0.510835 0.02 -0.09 -0.07
H -4.284936 -1.544540 -1.156253 -0.10 0.00 0.05
H -4.721862 -1.324995 0.540520 -0.08 -0.03 0.01
H -3.547288 0.859148 0.581934 -0.07 -0.02 -0.17
H -4.769959 0.789810 -0.716295 0.12 0.01 0.09
H -2.332100 0.747105 -4.520850 0.03 0.00 0.20
H 2.859890 2.007650 -1.915510 0.03 -0.01 0.05
H 1.688406 2.434990 -3.178166 0.03 -0.05 0.04
H 2.028936 0.759467 -2.861683 0.00 0.00 -0.05
H 0.149341 1.855306 0.437735 0.10 0.06 -0.23
H 3.100133 2.163272 -0.002152 -0.10 0.04 0.09
H 2.151997 2.758503 1.373215 0.08 -0.06 -0.11
H 0.873259 1.083108 2.753302 -0.12 0.09 0.10
H -0.794492 -0.087253 3.885771 0.03 0.00 0.00
H -0.527035 -0.940323 5.424923 0.01 0.08 -0.05
H 0.477164 0.471247 5.012582 -0.02 -0.02 -0.03
H 2.519703 -2.841743 2.984626 0.04 -0.13 0.04
H 3.398359 -4.295582 1.340174 0.03 0.03 0.01
H 4.657882 -3.702427 2.459651 -0.02 0.00 -0.03
H 5.101407 -4.242714 0.821225 -0.06 0.00 0.07
H 3.892942 -0.121541 -0.022306 0.10 0.06 -0.14
```
Positions in Å, forces in eV/Å.

Values from the calculation:
Orbital gap, eV: 9.2
HOMO energy, eV: -8.645
Net charge: 0
2S+1: 1
Relative energy (zero: lowest compared OMol25 entry of this formula, charge and spin), kJ/mol: 123.3
Lowest unoccupied orbital energy, eV: 0.6
Structure (SMILES): CCCCN1C(=O)NC(=O)/C(=C(\C)NCc2cc(OC)cc(OC)c2)C1=O

(3)
This record from the OMol25 dataset describes C7H7O6STm as an isolated structure in a non-equilibrium geometry. The level of theory is wB97M-V/def2-TZVPD.

The geometry in XYZ format:
```
22
Properties=species:S:1:pos:R:3:forces:R:3
O -0.635419 -4.162956 -0.899564 -3.09 3.78 -0.37
C -1.356997 -3.252842 -0.985716 3.14 -3.70 0.37
Tm -0.700979 1.504148 0.407368 -1.45 0.45 1.60
O 1.651825 -1.076779 0.593979 -3.96 2.32 -0.22
C 0.687656 -0.422472 0.516387 4.88 -3.29 1.09
C 1.465071 2.258619 -0.184284 6.59 1.02 -1.69
O 2.577044 2.366645 -0.484204 -4.83 -0.36 1.30
C -0.790050 0.801968 -2.222502 -1.14 1.14 -2.23
O -0.820421 1.164283 -3.373924 -0.17 -0.76 3.13
C 0.372889 -0.044791 -1.638433 2.89 -0.87 -2.41
O 1.311800 -0.484863 -2.230548 -2.89 1.06 1.56
H -1.587010 1.161269 -1.375069 0.49 -0.86 -2.72
C -1.432258 -0.850454 4.289044 -0.40 -0.05 0.37
S -2.516144 0.125133 3.264954 2.23 0.79 -1.17
C -2.474688 1.626789 4.220749 -0.37 0.00 0.33
O -1.470063 0.535448 2.119637 -1.51 -0.27 0.73
H -2.075484 -1.145990 5.122619 0.34 -0.29 0.11
H -0.606458 -0.225194 4.625713 -0.09 0.00 0.01
H -1.045307 -1.710636 3.739673 -0.37 0.04 0.01
H -1.442676 1.856308 4.508106 -0.26 -0.19 0.01
H -2.897876 2.456221 3.646079 -0.12 -0.31 0.04
H -3.111754 1.411245 5.081636 0.11 0.35 0.17
```
Positions in Å, forces in eV/Å.

Values from the calculation:
⟨S²⟩: 2.04
Orbital gap (alpha / beta), eV: 6.8 / 6.3
HOMO energy (alpha / beta), eV: -16.580 / -15.943
Net charge: +2
2S+1: 3
Relative energy (zero: lowest compared OMol25 entry of this formula, charge and spin), kJ/mol: 50.8
Lowest unoccupied orbital energy (alpha / beta), eV: -9.7 / -9.7

- Which formula does entry 1 have?
  C6H9N